The following is a quantum chemistry calculation of a cluster of 10 separate species, C49H95N5O19 in total in a non-equilibrium geometry, from the OMol25 dataset.

Computed properties:
- lowest unoccupied orbital energy (eV) = -4.57
- net charge = 0
- E_tot (eV) = -98677.34767

XYZ file:
```
168
Properties=species:S:1:pos:R:3:forces:R:3
C -7.508 2.681 -7.219 0.34 -0.63 0.97
C -6.389 2.328 -6.115 -0.51 1.58 0.34
C -5.058 2.801 -6.720 1.83 -1.04 -0.42
C -3.812 3.199 -5.854 -0.57 -1.13 -0.44
C -4.246 4.204 -4.820 -0.66 0.45 -1.53
C -5.382 3.714 -3.920 1.05 -1.23 0.34
N -6.575 3.185 -4.884 -7.32 1.92 2.32
O -7.910 3.491 -4.563 8.71 -1.79 -1.74
C -5.936 4.812 -3.067 -1.54 0.34 -0.30
C -4.847 2.506 -3.062 -0.98 0.15 -0.79
C -6.490 0.859 -5.592 -0.39 -0.27 -1.65
H -8.430 2.107 -7.137 0.11 -0.05 0.44
H -7.115 2.451 -8.209 0.33 -0.04 0.17
H -7.780 3.737 -7.206 0.25 -0.02 0.18
H -5.188 3.572 -7.480 -0.52 0.20 0.29
H -4.722 1.937 -7.294 -0.02 -0.10 -0.27
H -3.072 3.612 -6.540 -0.17 0.32 -0.03
H -3.302 2.297 -5.517 -0.21 -0.03 0.58
H -4.666 4.965 -5.477 -0.14 0.68 0.29
H -3.442 4.706 -4.281 -0.16 -0.38 0.44
H -6.508 5.407 -3.779 -0.01 0.60 0.29
H -5.244 5.460 -2.530 0.49 -0.43 -0.34
H -6.665 4.462 -2.336 0.10 -0.21 -0.01
H -5.648 2.293 -2.355 0.51 -0.26 0.35
H -3.893 2.803 -2.625 -0.36 0.40 0.40
H -4.594 1.608 -3.626 -0.32 0.12 -0.17
H -7.476 0.644 -5.181 0.16 0.36 0.43
H -5.690 0.371 -5.036 0.02 0.72 0.22
H -6.526 0.323 -6.541 0.16 -0.26 -0.17
C 1.474 7.863 5.392 -0.15 0.48 0.09
C 1.765 6.527 6.066 -1.78 -0.10 -1.50
C 1.032 5.518 5.167 -1.11 -2.51 0.15
C 1.263 3.990 5.525 1.07 1.47 0.65
C 2.783 3.725 5.368 -1.15 -0.53 -1.06
C 3.765 4.634 6.037 2.58 1.80 0.77
N 3.173 6.166 6.031 6.21 2.60 3.90
O 4.096 7.055 6.470 -5.25 -4.39 -2.63
C 5.179 4.673 5.200 -1.02 -1.29 0.87
C 4.108 4.258 7.596 -1.11 1.07 -0.26
C 1.203 6.629 7.514 1.49 -1.16 0.71
H 0.394 7.987 5.462 -0.07 -0.07 -0.02
H 1.700 7.827 4.327 0.38 0.32 0.16
H 1.886 8.716 5.932 0.40 -0.09 -0.32
H 1.192 5.600 4.092 0.78 0.47 0.05
H -0.036 5.733 5.205 -0.05 0.10 0.43
H 0.747 3.282 4.875 -0.16 0.40 -0.15
H 0.931 3.786 6.543 -0.07 0.02 0.16
H 2.937 3.809 4.292 0.23 0.12 -0.11
H 3.005 2.675 5.555 0.29 0.06 0.41
H 5.857 5.526 5.201 -0.81 0.43 0.31
H 5.048 4.304 4.183 -0.36 0.42 -0.06
H 5.761 3.873 5.658 0.02 -0.12 0.16
H 4.813 4.858 8.171 0.93 0.27 -1.20
H 4.379 3.212 7.739 -0.09 0.03 -0.56
H 3.296 4.492 8.284 -0.93 -0.55 -0.48
H 0.149 6.421 7.697 -0.28 0.91 -1.00
H 1.618 7.554 7.914 -0.60 0.06 0.21
H 1.574 5.829 8.156 0.69 -0.10 -0.06
C 3.278 -1.769 -1.235 -0.44 0.04 -1.58
C 1.961 -0.915 -1.313 0.48 -0.33 0.24
C 0.983 -1.257 -0.192 0.73 1.65 2.36
C 0.004 -0.099 0.249 1.39 -1.07 -0.55
C 0.774 1.248 0.458 -1.90 -1.31 -0.04
C 1.416 1.713 -0.823 1.33 1.21 0.91
N 2.386 0.596 -1.263 4.01 2.89 -6.41
O 3.407 1.044 -2.113 -6.33 -3.52 5.87
C 2.241 2.990 -0.380 1.27 -0.31 -1.40
C 0.475 2.027 -2.004 -0.52 0.60 -0.50
C 1.120 -1.130 -2.604 0.80 1.22 -0.97
H 4.187 -1.616 -0.653 -0.84 1.00 1.20
H 3.757 -1.672 -2.209 -0.40 -0.65 -0.46
H 2.927 -2.779 -1.021 0.16 -0.12 -0.39
H 1.698 -1.430 0.612 -0.47 -0.32 0.73
H 0.383 -2.155 -0.336 0.42 -0.04 -0.58
H -0.562 -0.462 1.107 0.27 0.28 0.26
H -0.734 -0.109 -0.553 -0.14 0.90 0.01
H 1.537 1.267 1.236 0.03 -0.68 0.06
H 0.042 1.979 0.801 0.02 0.31 -0.34
H 2.834 3.458 -1.166 -0.86 0.16 -0.83
H 3.139 2.760 0.193 -0.54 -0.66 0.98
H 1.639 3.767 0.093 -0.22 -0.41 -0.01
H -0.364 1.385 -2.273 0.45 -0.75 0.49
H 1.000 2.233 -2.936 0.32 -0.01 0.20
H -0.077 2.932 -1.750 0.41 0.37 0.35
H 0.188 -0.567 -2.542 0.22 0.07 0.06
H 0.790 -2.141 -2.842 0.63 -0.28 0.64
H 1.699 -0.749 -3.445 -0.20 -0.08 -0.29
C -1.475 -7.801 -3.452 -0.21 0.47 -0.29
C -1.995 -7.938 -4.884 -1.86 0.46 1.82
C -3.552 -8.235 -4.634 0.64 0.78 -0.89
C -4.346 -8.053 -5.919 0.46 -0.98 -0.34
C -4.187 -6.630 -6.445 -1.48 -0.24 2.44
C -2.770 -6.130 -6.660 -1.90 1.86 -1.42
N -1.861 -6.563 -5.564 6.31 0.37 -3.42
O -0.611 -6.067 -5.731 -6.22 -2.47 1.70
C -2.847 -4.555 -6.645 1.22 -0.61 0.77
C -2.354 -6.562 -8.072 2.26 -1.06 -0.53
C -1.381 -9.112 -5.653 0.19 -0.21 -0.84
H -1.695 -8.788 -3.046 0.79 0.06 0.45
H -2.113 -7.097 -2.917 -0.06 0.04 -0.01
H -0.471 -7.388 -3.358 0.21 -0.74 -0.07
H -3.959 -7.580 -3.864 0.22 0.46 -0.12
H -3.669 -9.216 -4.174 0.34 -0.24 -0.41
H -5.372 -8.367 -5.730 -0.22 0.57 -0.09
H -4.013 -8.767 -6.672 0.24 -0.21 -0.12
H -4.587 -6.044 -5.617 -0.09 0.41 0.16
H -4.927 -6.433 -7.221 0.77 0.08 -0.59
H -3.023 -4.286 -5.603 -0.88 0.38 -0.16
H -3.539 -4.183 -7.400 -0.28 -0.19 0.45
H -1.888 -4.073 -6.832 0.20 -0.40 -0.39
H -3.001 -6.381 -8.930 -0.71 0.60 0.76
H -2.155 -7.629 -8.165 -0.14 -0.23 0.36
H -1.400 -6.116 -8.356 0.09 0.24 0.20
H -0.313 -9.270 -5.503 -0.04 0.34 0.19
H -1.553 -9.139 -6.729 0.04 0.64 -0.06
H -1.903 -10.027 -5.376 0.03 0.10 0.62
C 5.803 -5.817 8.078 -1.56 -1.66 0.93
C 5.376 -4.460 7.622 1.42 0.31 0.27
C 4.327 -4.423 6.521 -1.07 1.12 0.48
N 2.922 -3.763 6.896 -0.34 0.70 -0.23
C 2.097 -4.779 7.696 0.66 0.06 -0.66
C 2.145 -3.369 5.564 2.00 -0.50 0.48
C 1.285 -2.161 5.842 -1.41 0.03 0.06
C 1.618 -1.750 7.261 0.23 0.97 0.30
C 2.993 -2.345 7.575 -0.44 -2.40 0.40
H 6.071 -6.584 7.352 0.46 0.52 -0.35
H 4.883 -6.224 8.497 -0.07 -0.57 0.42
H 6.499 -5.802 8.918 0.23 0.15 -0.34
H 6.308 -4.007 7.283 -0.33 0.62 -0.45
H 5.156 -3.930 8.548 -0.57 0.34 -0.24
H 4.025 -5.407 6.162 0.28 0.02 -0.09
H 4.779 -3.817 5.736 -0.66 -0.06 -0.32
H 2.694 -5.264 8.467 0.29 0.26 -0.13
H 1.818 -5.533 6.960 -0.16 -0.08 0.24
H 1.206 -4.390 8.189 0.13 0.48 -0.42
H 1.764 -4.330 5.219 -0.42 0.51 -0.33
H 2.934 -2.984 4.919 0.14 -0.63 -0.21
H 0.218 -2.372 5.761 -0.01 -0.20 0.08
H 1.429 -1.329 5.153 0.53 -0.34 -0.19
H 0.796 -2.038 7.916 0.49 -0.70 0.39
H 1.591 -0.671 7.413 0.45 0.11 -0.31
H 3.100 -2.566 8.637 0.32 0.37 -0.01
H 3.913 -1.947 7.149 -0.41 0.75 0.04
O 6.031 7.642 2.011 1.03 -1.55 1.93
C 5.330 8.137 1.005 -0.70 3.00 -1.01
O 5.447 7.620 -0.102 -0.15 -1.18 -1.05
O 4.736 9.202 1.272 -0.71 0.04 0.20
H 6.414 6.864 1.600 0.47 -0.44 0.13
O -3.434 6.923 1.962 -1.07 2.39 1.21
C -2.857 5.943 1.293 3.82 2.84 -2.49
O -3.310 4.879 1.431 -4.25 -7.89 1.70
O -1.902 6.147 0.554 2.13 1.97 -1.19
H -4.164 6.392 2.289 -0.62 0.43 0.69
O -4.902 -3.206 -0.205 1.46 -0.18 -0.56
C -4.482 -3.380 -1.512 -3.35 -0.74 -3.73
O -3.383 -3.810 -1.859 2.79 -0.27 1.97
O -5.358 -3.262 -2.404 -0.89 1.06 0.85
H -4.095 -3.568 0.170 0.17 0.02 1.24
O 7.559 0.362 2.103 1.22 0.52 -3.02
C 6.516 0.162 2.893 0.54 -0.06 3.19
O 5.388 0.267 2.520 -4.30 0.65 -4.40
O 6.686 -0.081 4.080 2.62 -1.00 3.54
H 8.431 0.455 2.495 -0.52 -0.29 0.83
O 3.223 0.270 -8.061 1.25 0.05 -0.05
C 1.932 0.551 -8.254 -3.08 -0.02 0.33
O 1.682 1.531 -9.012 0.19 -0.60 0.41
O 1.115 -0.175 -7.636 0.05 0.20 -0.24
H 3.500 1.018 -8.595 1.45 0.29 -0.29
```
Positions in Å, forces in eV/Å.

Here are the Löwdin charges for atoms 1 to 99, given in e: atom 1 (C): 0.00, atom 2 (C): -0.41, atom 3 (C): -0.12, atom 4 (C): -0.16, atom 5 (C): -0.14, atom 6 (C): -0.40, atom 7 (N): 0.12, atom 8 (O): 0.11, atom 9 (C): -0.03, atom 10 (C): 0.03, atom 11 (C): 0.02, atom 12 (H): 0.08, atom 13 (H): 0.09, atom 14 (H): 0.09, atom 15 (H): 0.12, atom 16 (H): 0.13, atom 17 (H): 0.13, atom 18 (H): 0.11, atom 19 (H): 0.13, atom 20 (H): 0.15, atom 21 (H): 0.09, atom 22 (H): 0.12, atom 23 (H): 0.10, atom 24 (H): 0.10, atom 25 (H): 0.11, atom 26 (H): 0.07, atom 27 (H): 0.10, atom 28 (H): 0.09, atom 29 (H): 0.10, atom 30 (C): -0.01, atom 31 (C): -0.50, atom 32 (C): -0.12, atom 33 (C): -0.13, atom 34 (C): -0.17, atom 35 (C): -0.29, atom 36 (N): 0.08, atom 37 (O): 0.11, atom 38 (C): 0.02, atom 39 (C): -0.01, atom 40 (C): 0.01, atom 41 (H): 0.10, atom 42 (H): 0.11, atom 43 (H): 0.09, atom 44 (H): 0.13, atom 45 (H): 0.13, atom 46 (H): 0.11, atom 47 (H): 0.10, atom 48 (H): 0.12, atom 49 (H): 0.13, atom 50 (H): 0.08, atom 51 (H): 0.08, atom 52 (H): 0.08, atom 53 (H): 0.08, atom 54 (H): 0.08, atom 55 (H): 0.05, atom 56 (H): 0.10, atom 57 (H): 0.10, atom 58 (H): 0.06, atom 59 (C): -0.01, atom 60 (C): -0.40, atom 61 (C): -0.14, atom 62 (C): -0.13, atom 63 (C): -0.12, atom 64 (C): -0.42, atom 65 (N): 0.15, atom 66 (O): 0.16, atom 67 (C): -0.01, atom 68 (C): 0.00, atom 69 (C): 0.01, atom 70 (H): 0.10, atom 71 (H): 0.08, atom 72 (H): 0.09, atom 73 (H): 0.11, atom 74 (H): 0.13, atom 75 (H): 0.11, atom 76 (H): 0.10, atom 77 (H): 0.13, atom 78 (H): 0.14, atom 79 (H): 0.09, atom 80 (H): 0.09, atom 81 (H): 0.11, atom 82 (H): 0.07, atom 83 (H): 0.11, atom 84 (H): 0.11, atom 85 (H): 0.07, atom 86 (H): 0.11, atom 87 (H): 0.10, atom 88 (C): -0.02, atom 89 (C): -0.41, atom 90 (C): -0.13, atom 91 (C): -0.18, atom 92 (C): -0.15, atom 93 (C): -0.46, atom 94 (N): 0.09, atom 95 (O): 0.13, atom 96 (C): 0.00, atom 97 (C): -0.02, atom 98 (C): -0.01, atom 99 (H): 0.10